Here is one molecule with the formula C17H21NO4S from OMol25. Energies are from ωB97M-V with the def2-TZVPD basis set.

Computed properties:
ΔE to the lowest compared entry with this formula, charge and spin = 0.00 kcal/mol
Electronic energy = -38485.969 eV
Molar mass = 335.4 g mol⁻¹
SMILES = CCc1ccc(CCC(=O)Nc2sc(C)c(C)c2C(=O)OC)o1
Kohn-Sham gap = 8.7 eV
Charge = 0

Geometry as XYZ:
```
44
C17H21NO4S ωB97M-V with the def2-TZVPD basis set
C -6.5826 -1.4403 0.7598
H -7.6005 -1.5904 1.1109
H -6.5898 -1.4124 -0.3271
H -5.9749 -2.2834 1.0801
C -6.0147 -0.1330 1.3184
C -4.6205 0.0995 0.8452
C -3.4119 -0.1210 1.4324
C -2.4290 0.2623 0.4846
C -3.1068 0.6889 -0.6173
O -4.4385 0.5880 -0.4035
C -2.6578 1.2234 -1.9366
H -2.5292 2.3087 -1.8712
H -3.4378 1.0179 -2.6721
C -1.3279 0.6108 -2.3823
C -0.1801 1.2011 -1.5946
O -0.0886 2.3760 -1.2990
N 0.7915 0.3144 -1.2436
C 1.9002 0.7075 -0.5418
C 2.9388 -0.1207 -0.1478
C 3.9458 0.6021 0.5751
C 3.6385 1.9204 0.6993
S 2.1178 2.3355 -0.0573
C 4.4222 2.9924 1.3770
H 4.5615 2.7640 2.4335
H 5.4052 3.1045 0.9198
H 3.8944 3.9387 1.2957
C 5.1855 -0.0210 1.1262
H 5.7908 0.7225 1.6359
H 4.9301 -0.8127 1.8275
H 5.7712 -0.4675 0.3252
C 2.9017 -1.5327 -0.4860
O 1.9863 -2.0576 -1.1053
O 3.9617 -2.2350 -0.0659
C 3.9543 -3.6166 -0.3833
H 4.8722 -4.0266 0.0301
H 3.0827 -4.1052 0.0578
H 3.9236 -3.7595 -1.4658
H 0.7770 -0.6840 -1.4652
H -1.1571 0.8566 -3.4336
H -1.3438 -0.4741 -2.2759
H -1.3676 0.2292 0.6202
H -3.2374 -0.5037 2.4173
H -6.6429 0.6995 0.9947
H -6.0135 -0.1665 2.4086
```

***

Here is C55H114F15Hg2N6O9P2S as an isolated structure at a distorted geometry from OMol25. Energies are from ωB97M-V with the def2-TZVPD basis set.

Computed properties:
ΔE to the lowest compared entry with this formula, charge and spin = 19.23 kcal/mol
Electronic energy = -164771.837 eV
Molar mass = 1783.7 g mol⁻¹
Kohn-Sham gap = 3.6 eV
Charge = +1

Geometry as XYZ:
```
204
C55H114F15Hg2N6O9P2S ωB97M-V with the def2-TZVPD basis set
Hg -2.2448 -3.6586 -1.7494
Hg 1.8986 -4.0780 2.3449
P -4.9740 -3.2710 0.8927
F -5.9731 -3.4278 -0.3619
F -4.7000 -1.7410 0.4775
F -6.1551 -2.7794 1.8917
F -3.8693 -3.0333 2.0541
F -5.3424 -4.7675 1.3859
F -3.8088 -3.9275 -0.0808
P 3.0169 -5.0384 -0.4880
F 1.4415 -4.7675 -0.2345
F 2.9355 -4.0460 -1.7664
F 3.3144 -3.7459 0.5200
F 4.5538 -5.2335 -0.7826
F 2.9999 -5.9601 0.8837
F 2.6492 -6.3363 -1.3617
C -0.6473 -0.2497 1.1663
F -0.5502 0.7473 0.3071
F 0.1628 0.0470 2.1807
F -1.9239 -0.3240 1.5211
S -0.0945 -1.9006 0.3938
O 0.8450 -1.6155 -0.6573
O 0.4494 -2.6310 1.5375
O -1.3237 -2.4662 -0.1685
C 5.4927 4.6744 -2.8544
C 4.5018 3.5350 -3.1769
C 5.0284 2.2483 -2.5250
C 4.0022 1.1265 -2.5026
C 2.8145 1.6442 -1.6826
C 2.1713 2.8593 -2.3347
N 3.2604 3.8870 -2.4754
O 2.6651 5.0452 -3.0259
C 1.3849 2.4845 -3.5770
C 1.2065 3.4582 -1.2539
C 4.3936 3.4377 -4.7256
H 6.4427 4.7126 -3.3877
H 5.6555 4.7964 -1.7834
H 5.0284 5.6121 -3.1751
H 5.8990 1.8799 -3.0802
H 5.4646 2.4740 -1.5501
H 4.4691 0.2676 -2.0157
H 3.7249 0.8250 -3.5128
H 3.1008 1.8860 -0.6577
H 2.1525 0.7708 -1.6799
H 0.4983 1.8998 -3.3227
H 1.0433 3.3567 -4.1353
H 1.9848 1.8683 -4.2487
H 0.6323 4.2864 -1.6693
H 0.5218 2.6789 -0.9230
H 1.8314 3.8707 -0.4697
H 3.9254 2.4924 -5.0077
H 5.4113 3.4452 -5.1141
H 3.7990 4.2205 -5.1921
H 2.8134 5.7359 -2.3711
C 5.1770 5.7253 3.2458
C 5.0369 4.5405 2.2043
C 5.8681 3.3760 2.7330
C 5.2245 2.6615 3.9512
C 3.8322 2.1904 3.4901
C 2.9336 3.3920 3.1096
N 3.6559 4.1138 2.0765
O 2.8443 5.0862 1.4393
C 1.6824 2.7002 2.5136
C 2.5016 4.2032 4.3480
C 5.6263 4.9489 0.8521
H 5.2093 5.3084 4.2481
H 4.3710 6.4543 3.1598
H 6.0799 6.3015 3.0361
H 5.8869 2.6518 1.9123
H 6.8807 3.6558 3.0235
H 5.1294 3.4127 4.7338
H 5.8219 1.8292 4.3223
H 3.3523 1.7096 4.3545
H 3.8895 1.3235 2.8273
H 0.7550 3.2737 2.4410
H 1.9428 2.3553 1.5103
H 1.3963 1.8675 3.1557
H 2.2519 5.1999 3.9809
H 1.6069 3.8207 4.8390
H 3.2978 4.2638 5.0882
H 5.1128 5.7579 0.3285
H 5.5044 4.1557 0.1131
H 6.6458 5.2496 1.0873
H 2.4356 4.4800 0.8072
C -7.5825 4.1247 1.6795
C -6.9749 4.0729 3.0654
C -7.6032 2.9733 3.9563
C -7.1552 1.5659 3.6249
C -5.6198 1.5359 3.7434
C -4.8960 2.5761 2.8749
N -5.5203 3.8528 2.9867
O -4.8215 4.9479 2.4440
C -3.4608 2.6303 3.4320
C -4.8332 2.0370 1.4252
C -7.2498 5.4409 3.7510
H -6.8195 4.3889 0.9471
H -8.3922 4.8345 1.4855
H -8.0919 3.1873 1.4321
H -7.3706 3.0748 5.0207
H -8.6839 3.1349 3.9206
H -7.6086 1.1932 2.7056
H -7.5233 0.9236 4.4285
H -5.1725 0.5799 3.4568
H -5.3085 1.5808 4.7903
H -2.8325 3.0699 2.6554
H -3.3222 3.1281 4.3930
H -3.1018 1.6200 3.6479
H -4.3143 1.0933 1.2490
H -5.8653 1.8746 1.1007
H -4.4211 2.7848 0.7422
H -6.8143 5.4235 4.7545
H -8.3163 5.5388 3.9633
H -6.9139 6.3115 3.1931
H -4.5335 5.4232 3.2312
C 2.0597 -1.2885 4.3974
C 3.0922 -2.1217 5.1419
C 2.4932 -2.4704 6.5254
C 2.9689 -3.7835 7.1993
C 3.0261 -4.9432 6.2093
C 3.8150 -4.5895 4.9324
N 3.3133 -3.3367 4.3110
O 4.0438 -3.0107 3.1428
C 5.3234 -4.5377 5.2295
C 3.5810 -5.7105 3.9058
C 4.3854 -1.2981 5.4657
H 2.2342 -1.1636 3.3253
H 1.0471 -1.5889 4.6603
H 2.1262 -0.2313 4.6736
H 2.6572 -1.6675 7.2416
H 1.4147 -2.6297 6.4323
H 4.0204 -3.5487 7.3990
H 2.3566 -3.9277 8.0835
H 2.0203 -5.3044 5.9798
H 3.5377 -5.7265 6.7704
H 5.5980 -4.9249 6.2062
H 5.6793 -3.5166 5.0900
H 5.8647 -5.1165 4.4801
H 4.2145 -5.6472 3.0223
H 2.5343 -5.7549 3.5373
H 3.6930 -6.6970 4.3584
H 5.0035 -1.1900 4.5703
H 4.0722 -0.3066 5.7778
H 4.9968 -1.8315 6.1905
H 4.9671 -2.8843 3.4251
C -6.0791 -1.9397 -4.4334
C -4.5569 -1.7378 -4.4847
C -4.2462 -0.5767 -5.4676
C -4.6223 0.8251 -5.0182
C -4.0659 1.0875 -3.5877
C -4.2320 -0.0721 -2.6167
N -3.9285 -1.4005 -3.2150
O -4.1706 -2.4583 -2.2934
C -3.1394 0.1181 -1.5154
C -5.6484 -0.0308 -1.9601
C -3.9183 -2.9658 -5.1833
H -6.4731 -2.4638 -3.5623
H -6.3066 -2.4475 -5.3710
H -6.6346 -1.0046 -4.4941
H -3.1868 -0.5635 -5.7288
H -4.8373 -0.7826 -6.3626
H -5.7027 0.9796 -5.0278
H -4.1490 1.5684 -5.6585
H -4.5276 1.9624 -3.1326
H -3.0107 1.2959 -3.7822
H -3.2057 -0.7299 -0.8325
H -2.1282 0.0452 -1.9164
H -3.3533 1.0562 -1.0079
H -6.3993 0.1289 -2.7336
H -5.8813 -0.9677 -1.4538
H -5.7982 0.7619 -1.2283
H -4.2606 -3.1535 -6.2022
H -4.1577 -3.9030 -4.6654
H -2.8307 -2.9879 -5.2671
H -5.1386 -2.5409 -2.2154
C 1.6731 -2.0323 -4.5385
C 0.1555 -2.2367 -4.6323
C -0.2428 -2.0223 -6.1182
C 0.0668 -3.2542 -6.9075
C -0.5322 -4.5064 -6.2619
C -0.0443 -4.7970 -4.8029
N -0.3247 -3.5371 -4.1141
O -0.0208 -3.6896 -2.7264
C -0.8928 -5.9504 -4.2800
C 1.4372 -5.2406 -4.9326
C -0.5912 -1.1386 -3.8736
H 2.0773 -2.1676 -3.5305
H 1.8832 -0.9647 -4.6361
H 2.1932 -2.6145 -5.2933
H -1.2353 -1.6188 -6.3129
H 0.4482 -1.2662 -6.5037
H 1.1212 -3.4324 -7.1303
H -0.3652 -3.1733 -7.9099
H -0.2814 -5.3160 -6.9503
H -1.6191 -4.4021 -6.2568
H -0.9247 -6.7856 -4.9785
H -0.4171 -6.3524 -3.3817
H -1.9252 -5.6207 -4.1217
H 2.0084 -4.8836 -5.7847
H 1.9989 -5.0471 -4.0151
H 1.4258 -6.3316 -4.9696
H -0.2811 -0.1515 -4.2226
H -0.4455 -1.2490 -2.7986
H -1.6622 -1.1340 -4.0810
H 0.9571 -3.6445 -2.7098
```

***

Here is one molecule with the formula C5H5N at a distorted geometry from OMol25. Energies are from ωB97M-V with the def2-TZVPD basis set.

Computed properties:
ΔE to the lowest compared entry with this formula, charge and spin = 165.34 kcal/mol
Electronic energy = -6748.738 eV
Molar mass = 79.1 g mol⁻¹
SMILES = [C@@H]12[C@H]3[C@@H]1N1[C@H]3[C@H]21
Kohn-Sham gap = 9.3 eV
Charge = 0

Geometry as XYZ:
```
11
C5H5N ωB97M-V with the def2-TZVPD basis set
C 0.4397 -0.7035 0.6755
C -0.9662 -0.1695 0.4230
C -0.4136 -1.1045 -0.5751
N 0.5385 0.1911 -1.1446
C 1.0311 0.6022 0.1904
C -0.3060 1.0377 -0.2558
H 0.9129 -1.4299 1.2998
H -1.7185 -0.2263 1.1967
H -0.7872 -1.3503 -1.5608
H 1.9337 1.1829 0.4275
H -0.6643 1.9700 -0.6766
```